(1)
45
Properties=species:S:1:pos:R:3:lowdin_charge:R:1 method="wB97M-V/def2-TZVPD" relative_energy_ev=14.2837 molar_mass_g_mol=389.51 max_force_ev_per_a=15.3
C -1.59201 -2.44522 -1.71812 -0.1222
N -0.94161 -1.78482 -0.66276 -0.0382
C 0.30094 -1.14590 -0.52472 -0.3094
N 0.30972 -0.73287 0.66285 0.1351
N -0.88541 -1.03025 1.17315 -0.0201
C -1.77737 -1.56289 0.57094 -0.6100
S -3.49323 -1.95290 1.01072 0.8778
C -4.20436 -0.49712 -0.32464 -0.2138
C -3.20159 0.45393 -0.88935 -0.4412
O -2.76150 0.25486 -1.96888 0.0863
N -2.71736 1.57376 0.02643 -0.0334
C -3.05718 1.66833 1.31555 -0.2906
C -2.05116 2.57431 1.70910 -0.2196
H -2.58729 3.78292 1.70705 0.1826
C -0.91073 2.64222 0.72137 -0.1761
C -1.66633 2.22893 -0.31901 -0.3507
H -1.99865 2.96787 -0.89458 0.1146
H -0.98463 1.69494 -1.07578 0.1527
H -0.11622 1.97287 1.09966 0.1175
H -0.37522 3.63494 0.86869 0.1539
H -1.81144 2.68679 2.77172 0.1110
H -2.79262 0.77511 2.14318 0.1675
H -4.02265 1.89223 1.62466 0.1000
H -4.96313 0.04538 0.60945 0.1494
H -4.70357 -0.85213 -1.25934 0.0892
C 1.27558 -1.15532 -1.56338 -0.1998
N 2.26809 -0.49027 -1.12550 -0.0209
C 2.18153 1.19398 -1.40402 -0.5437
O 1.22079 1.51991 -1.93746 0.0981
S 3.51476 1.85652 -0.49559 1.1795
C 4.07808 0.51210 0.08182 -0.7133
C 5.12025 0.20295 0.84440 -0.1325
C 5.46596 -1.00849 1.44420 -0.0385
C 4.62133 -2.25155 1.02388 -0.0461
C 3.52534 -2.01872 0.20817 0.0444
C 3.31222 -0.47657 -0.22356 -0.2310
H 2.97276 -2.78937 -0.24334 0.0645
H 4.87157 -3.09174 1.68131 0.0898
H 6.25795 -1.16213 2.09738 0.0581
H 5.63749 1.20240 1.35654 0.1671
H 1.67713 -2.24650 -1.61970 0.1820
H 0.61756 -0.67784 -2.22583 0.1425
H -2.12097 -1.74874 -2.48288 0.0958
H -0.92330 -3.19569 -2.24926 0.1005
H -2.56952 -3.02020 -1.54449 0.0915



(2)
14
Properties=species:S:1:pos:R:3:lowdin_charge:R:1 method="wB97M-V/def2-TZVPD" relative_energy_ev=2.4171 molar_mass_g_mol=176.23 max_force_ev_per_a=4.7
H -0.87348 1.45447 -0.48030 0.0664
N 0.09913 1.09460 -0.50524 0.0579
C 0.28940 -0.17693 -0.25029 -0.5132
N -0.55826 -1.23434 -0.26783 0.1273
N 1.58149 -0.56282 0.06431 -0.0585
N 1.98362 -1.78417 0.26312 0.0804
N 3.26919 -1.75578 0.24460 0.0226
C 3.82198 -0.52850 -0.01027 -0.9722
S 5.42383 -0.17122 -0.16845 0.6132
N 2.80272 0.40008 -0.17340 -0.4009
S 2.74180 1.96335 0.40110 0.7849
H -0.10840 -2.18122 -0.09831 0.1169
H -1.60338 -1.19950 -0.33296 0.1372
H 1.75834 2.62836 -0.43089 -0.0621



(3)
18
Properties=species:S:1:pos:R:3:lowdin_charge:R:1 method="wB97M-V/def2-TZVPD" relative_energy_ev=0.4066 molar_mass_g_mol=139.27 max_force_ev_per_a=0.6 total_charge=+1
N -0.63816 -1.38913 1.46474 0.1961
C -0.32783 -1.66490 0.23118 -0.2025
N 0.42590 -2.67344 -0.12745 0.2028
H -0.26351 -1.93828 2.22707 0.1470
H -1.13654 -0.54535 1.71069 0.0993
H -0.72783 -1.02198 -0.54008 0.1118
H 0.61941 -2.82260 -1.10641 0.1398
H 0.95225 -3.23798 0.52493 0.1451
C -0.04037 0.89878 -2.55872 -0.4675
S 0.89291 1.52610 -1.13117 0.4689
S -0.68816 1.76231 0.19806 0.4390
C 0.25047 2.13738 1.70214 -0.4594
H -1.08084 1.20504 -2.49928 0.0299
H 0.41815 1.34609 -3.43620 0.0365
H 0.03631 -0.18182 -2.66481 0.0147
H 0.56199 3.17616 1.70984 0.0387
H -0.39281 1.91538 2.55035 0.0333
H 1.13867 1.50825 1.74515 0.0264



(4)
73
Properties=species:S:1:pos:R:3:lowdin_charge:R:1 method="wB97M-V/def2-TZVPD" relative_energy_ev=0.0000 molar_mass_g_mol=639.20 max_force_ev_per_a=0.5 total_charge=-1
O 1.75583 3.96655 1.38850 -0.5288
P 3.23895 3.71078 1.33132 0.6509
B 4.32725 4.50179 -0.07377 -1.0668
Br 3.50662 3.97582 -1.84676 0.5146
C 5.80060 3.88249 0.13964 -0.3474
C 6.61063 4.39131 1.16968 -0.0723
C 7.86108 3.85767 1.41042 -0.0931
C 8.30012 2.81020 0.61162 -0.0937
C 7.45841 2.36599 -0.39414 -0.1470
N 6.25127 2.87637 -0.62730 0.0497
H 3.51404 2.31963 1.30288 -0.0020
H 3.87363 4.08026 2.54841 -0.0148
H 4.33592 5.69619 0.09349 0.0296
H 6.23037 5.20787 1.77661 0.1010
H 8.49138 4.24513 2.20522 0.0968
H 9.26860 2.34700 0.76271 0.0899
H 7.76661 1.54670 -1.04374 0.1062
C -0.23441 1.15481 2.71768 -0.6852
O 0.51474 0.51870 1.97535 -0.0204
N -1.20634 0.51494 3.44494 0.1542
N -0.16347 2.49711 2.85621 0.1635
H -1.84951 0.99833 4.04063 0.0873
H -1.27510 -0.48548 3.35611 0.0601
H 0.54115 3.01318 2.31649 0.0418
H -0.78714 3.00188 3.45613 0.0898
C 4.93482 -0.24138 -2.67727 -0.6905
O 5.98654 -0.19743 -3.30203 -0.0060
N 4.06611 -1.30756 -2.83959 0.1210
N 4.52841 0.69886 -1.79978 0.1527
H 3.19558 -1.38168 -2.35007 0.0762
H 4.33606 -2.02394 -3.48458 0.0826
H 5.11106 1.52050 -1.63844 0.0325
H 3.65739 0.63975 -1.30595 0.0863
C -3.18893 -0.58272 0.31749 -0.6715
O -3.75282 0.24677 1.01871 0.0046
N -3.85076 -1.35026 -0.60553 0.1427
N -1.85223 -0.82553 0.36191 0.1864
H -3.37858 -2.02558 -1.18735 0.0335
H -4.83978 -1.22237 -0.70521 0.0989
H -1.26954 -0.30160 0.99848 0.0584
H -1.42644 -1.52247 -0.21887 0.0919
C -2.54830 -4.56526 -2.74986 -0.6604
O -2.97675 -3.48979 -2.36497 0.0169
N -1.70564 -4.66565 -3.81604 0.1600
N -2.88851 -5.74060 -2.14148 0.1536
H -1.34389 -5.53540 -4.15690 0.0943
H -1.45541 -3.81250 -4.28180 0.1098
H -3.51320 -5.68511 -1.35885 0.1043
H -2.55749 -6.63606 -2.44507 0.0916
C -7.34685 0.78985 3.18432 -0.6935
O -8.28765 1.05482 3.91667 0.0027
N -6.07471 1.21605 3.41099 0.1586
N -7.48611 0.02998 2.05253 0.1458
H -5.30425 0.99421 2.79768 0.0719
H -5.90702 1.78280 4.21965 0.0982
H -8.40310 -0.30689 1.83248 0.0941
H -6.71416 -0.18071 1.44609 0.0798
C -1.39833 -3.85019 2.63150 -0.6768
O -1.59185 -2.76128 3.13121 0.0338
N -0.40153 -4.05603 1.71649 0.1541
N -2.15506 -4.95071 2.94253 0.1459
H -0.21208 -4.94154 1.28884 0.0863
H 0.17290 -3.26357 1.49004 0.1045
H -2.89201 -4.82266 3.61001 0.1000
H -2.00358 -5.85642 2.54350 0.0841
C -3.16847 0.60916 -4.48258 -0.6894
O -4.27160 0.34742 -4.93517 0.0082
N -2.80330 0.31758 -3.20351 0.1632
N -2.20127 1.22163 -5.23915 0.1404
H -1.89708 0.52825 -2.82850 0.0969
H -3.48187 -0.11998 -2.60437 0.0713
H -2.43999 1.45807 -6.18279 0.0950
H -1.29431 1.46246 -4.88635 0.0913



(5)
13
Properties=species:S:1:pos:R:3:lowdin_charge:R:1 method="wB97M-V/def2-TZVPD" relative_energy_ev=4.4405 molar_mass_g_mol=94.12 max_force_ev_per_a=1.2
N 0.49170 -2.79214 0.03424 0.1675
C 0.04614 -1.84146 -0.45342 -0.1720
C -0.59213 -0.62598 -0.97601 -0.3797
C -1.34226 0.29900 -0.07279 0.0814
C -0.43448 0.47989 1.14606 -0.2134
C 0.83789 0.74576 0.33491 -0.1818
N 0.36108 0.49203 -1.06086 0.0076
H -1.05685 -0.82124 -1.94307 0.1375
H -0.06044 1.30566 -1.49999 0.1215
H -0.74650 1.33786 1.74523 0.0926
H -0.38093 -0.40368 1.79671 0.1095
H 1.21354 1.76637 0.40950 0.1177
H 1.66323 0.05793 0.53950 0.1116



(6)
24
Properties=species:S:1:pos:R:3:lowdin_charge:R:1 method="wB97M-V/def2-TZVPD" relative_energy_ev=0.6270 molar_mass_g_mol=120.20 max_force_ev_per_a=1.5 smiles=NCCCCCN.O
N 0.36762 0.04898 -3.25832 -0.0156
C -0.94969 0.20665 -2.66295 -0.2985
C -0.92171 1.07107 -1.39018 -0.1972
C -0.17066 0.32716 -0.26671 -0.2266
C -1.14131 -0.49354 0.58276 -0.2222
C -0.40860 -1.33999 1.63536 -0.2961
N 0.30433 -0.48515 2.57943 -0.0049
H 0.97170 0.82183 -2.99977 0.0628
H 0.82712 -0.77901 -2.89970 0.0572
H -1.35866 -0.77952 -2.43197 0.1055
H -1.59404 0.63821 -3.43214 0.0988
H -1.87108 1.39339 -0.96482 0.1070
H -0.36856 1.96441 -1.69766 0.1002
H 0.62509 -0.31667 -0.63290 0.1006
H 0.25436 1.05502 0.43126 0.0992
H -1.89171 0.09915 1.10747 0.1130
H -1.68695 -1.21835 -0.02606 0.1057
H -1.21328 -1.80922 2.21750 0.1073
H 0.18122 -2.15752 1.20833 0.1067
H 1.22436 -0.23993 2.22968 0.0165
H 0.48068 -0.90187 3.48412 0.0689
O 3.07926 0.78282 2.60306 -0.0625
H 2.36695 1.35268 2.92631 0.0435
H 2.89358 0.75938 1.65792 0.0307